1.
The following is a quantum chemistry calculation of a structure of composition C44H56N5O2RuSSi, from OMol25.

Properties
* strongest force on any atom: 0.047 Eh/bohr
* HOMO level (spin up / spin down): -7.528 / -7.495 eV
* ⟨S²⟩: 1.0027
* gap between HOMO and LUMO (spin up / spin down): 6.0156 / 6.1371 eV
* 2S+1: 2

Each line ends with the Mulliken charge.
CARTESIAN COORDINATES (ANGSTROEM)
Ru  0.138  0.187  -0.311  -0.3525
C  -1.388  -1.104  4.663  -0.9032
C  -2.644  -1.765  4.103  -1.0868
C  -2.362  -2.637  2.896  0.5661
C  -2.893  -3.918  2.931  -0.7939
C  -2.616  -4.862  1.959  -1.3171
C  -1.688  -4.552  0.989  -0.6220
C  -1.110  -3.293  0.923  -0.5950
C  0.001  -3.121  -0.075  2.1491
C  1.230  -3.862  0.458  -1.4927
C  -1.519  -2.283  1.812  0.2360
N  -1.091  -0.978  1.573  1.4606
C  -1.929  -0.011  1.769  -0.6168
C  -1.631  1.359  1.608  -0.2501
C  -2.415  2.444  2.047  -1.1165
C  -1.656  3.582  1.835  -1.0961
C  -0.457  3.156  1.251  -0.7363
N  -0.433  1.829  1.112  1.2191
H  -1.586  -0.695  5.651  0.4488
H  -1.052  -0.296  4.021  0.0475
H  -0.587  -1.836  4.744  0.3187
H  -3.402  -1.004  3.906  0.3639
H  -3.059  -2.414  4.878  0.4304
H  -3.562  -4.187  3.736  0.3897
H  -3.067  -5.842  1.994  0.4430
H  -1.405  -5.284  0.247  0.5494
H  0.254  -2.047  -0.224  -1.6572
H  -0.293  -3.536  -1.043  0.6665
H  1.611  -3.359  1.343  0.3723
H  2.021  -3.906  -0.286  0.3419
H  0.976  -4.881  0.742  0.5502
H  -2.952  -0.221  2.088  0.3783
H  -3.398  2.379  2.475  0.5361
H  -1.918  4.599  2.068  0.4756
H  0.382  3.768  0.967  0.4149
O  -4.223  -5.050  -5.813  -0.4998
C  -4.326  -5.039  -4.467  0.5845
O  -4.873  -5.951  -3.903  -0.5645
C  -3.742  -3.880  -3.746  1.0478
C  -3.280  -2.718  -4.369  -0.9106
C  -2.772  -1.676  -3.626  -1.0531
C  -2.698  -1.771  -2.235  0.3459
S  -2.087  -0.449  -1.290  -0.2746
C  -3.193  -2.914  -1.602  -0.7319
C  -3.701  -3.949  -2.349  -0.8278
H  -3.728  -4.297  -6.161  0.2790
H  -3.315  -2.600  -5.444  0.2081
H  -2.442  -0.770  -4.108  0.4619
H  -3.172  -2.969  -0.524  0.6341
H  -4.081  -4.841  -1.872  0.5299
N  10.290  -3.371  2.093  -0.5098
C  9.219  -2.959  2.060  0.0206
C  7.903  -2.458  2.020  0.4932
C  7.215  -2.192  3.209  -0.9365
C  5.936  -1.688  3.169  -0.6721
C  5.311  -1.461  1.942  0.6226
C  5.991  -1.737  0.755  0.2057
C  7.275  -2.224  0.792  -1.0554
N  4.004  -0.972  1.885  0.4289
C  3.415  -0.068  2.730  -0.9990
C  2.180  0.187  2.216  -1.1269
N  1.986  -0.558  1.088  1.1961
C  3.098  -1.238  0.914  -1.8387
H  7.694  -2.389  4.154  0.4706
H  5.407  -1.478  4.083  0.4759
H  5.515  -1.541  -0.191  0.4833
H  7.810  -2.414  -0.123  0.4680
H  3.918  0.327  3.588  0.5180
H  1.428  0.865  2.572  0.6064
H  3.280  -1.942  0.128  0.7175
C  3.067  -0.132  -4.576  -1.8182
C  2.048  -0.505  -3.502  2.6048
C  0.806  -1.080  -4.180  -2.0497
C  2.633  -1.640  -2.656  -1.4484
Si  1.505  1.026  -2.320  0.6427
C  0.311  2.347  -3.294  2.8171
C  0.174  3.633  -2.482  -1.9410
C  0.829  2.663  -4.696  -1.9133
C  -1.110  1.814  -3.451  -1.8199
C  3.160  2.003  -1.700  2.5444
C  4.271  1.024  -1.329  -1.9496
C  3.738  2.966  -2.735  -2.0643
C  2.834  2.777  -0.421  -1.5843
H  3.244  -0.992  -5.223  0.5244
H  4.019  0.145  -4.133  0.3574
H  2.723  0.694  -5.190  0.2869
H  1.077  -1.983  -4.729  0.6426
H  0.371  -0.376  -4.882  0.2133
H  0.061  -1.347  -3.431  0.1818
H  2.733  -2.540  -3.266  0.6971
H  1.964  -1.855  -1.820  -0.2448
H  3.618  -1.387  -2.276  0.2439
H  1.094  4.207  -2.455  0.3327
H  -0.143  3.400  -1.467  0.1852
H  -0.592  4.268  -2.926  0.5910
H  1.859  3.002  -4.686  0.3222
H  0.220  3.455  -5.135  0.5681
H  0.749  1.790  -5.340  0.3251
H  -1.590  1.700  -2.480  0.2266
H  -1.135  0.864  -3.973  0.0930
H  -1.710  2.518  -4.027  0.6088
H  4.681  0.530  -2.205  0.3176
H  3.898  0.281  -0.633  0.0333
H  5.085  1.568  -0.848  0.7780
H  4.014  2.446  -3.647  0.3622
H  4.638  3.430  -2.330  0.5376
H  3.048  3.763  -2.988  0.3707
H  2.387  2.107  0.317  -0.0041
H  2.142  3.592  -0.604  0.3255
H  3.748  3.198  0.002  0.5847


2.
The following is a quantum chemistry calculation of a structure of composition C44H57AsN5SSeV, from OMol25.

Properties
* strongest force on any atom: 0.007 Eh/bohr
* HOMO level (spin up / spin down): -6.518 / -6.431 eV
* ⟨S²⟩: 2.0280
* gap between HOMO and LUMO (spin up / spin down): 5.6868 / 5.6415 eV
* 2S+1: 3

Each line ends with the Mulliken charge.
CARTESIAN COORDINATES (ANGSTROEM)
V  0.841  -0.674  -0.437  0.1849
C  2.683  2.205  4.884  -0.9661
C  3.659  1.427  3.997  -1.2148
C  3.173  1.310  2.587  0.5464
C  3.478  2.097  1.519  0.6898
C  4.396  3.277  1.468  -1.2408
C  3.645  4.609  1.559  -0.8584
C  2.696  1.607  0.407  -0.2667
N  1.936  0.543  0.805  0.8494
C  2.206  0.340  2.124  -0.3763
C  1.636  -0.646  2.917  -0.5988
C  0.684  -1.571  2.522  -0.8111
C  -0.001  -2.480  3.419  0.8383
C  0.237  -2.571  4.893  -1.2632
C  -0.524  -1.497  5.676  -0.9473
C  -0.909  -3.154  2.665  0.6266
C  -0.774  -2.652  1.313  -0.4269
C  -1.575  -3.033  0.251  -0.6669
C  -1.576  -2.475  -1.019  -0.3835
N  -0.740  -1.485  -1.441  1.0431
C  -1.091  -1.195  -2.732  -0.4763
C  -0.514  -0.218  -3.528  -0.5135
C  0.472  0.686  -3.158  -0.4091
N  1.055  0.735  -1.932  0.3670
C  1.941  1.763  -1.952  -0.5321
C  2.713  2.155  -0.866  -0.3573
C  1.935  2.397  -3.254  0.5740
C  1.019  1.726  -4.006  0.5825
C  0.573  2.013  -5.404  -1.2172
C  -0.716  2.839  -5.446  -0.9280
C  2.756  3.590  -3.629  -1.2326
C  2.152  4.902  -3.120  -0.9306
C  -2.186  -2.042  -3.142  0.6674
C  -2.487  -2.838  -2.078  0.6319
C  -3.582  -3.849  -1.953  -1.2520
C  -4.832  -3.270  -1.283  -0.9726
C  -2.866  -1.980  -4.473  -1.2283
C  -3.882  -0.837  -4.557  -0.8978
N  0.211  -1.712  1.253  1.2440
C  -1.926  -4.156  3.108  -1.2460
C  -3.303  -3.526  3.341  -0.9056
H  3.029  2.236  5.919  0.3932
H  1.694  1.743  4.868  0.1668
H  2.576  3.231  4.530  0.2101
H  3.818  0.431  4.418  0.4004
H  4.632  1.924  4.005  0.4281
H  4.979  3.250  0.544  0.4217
H  5.114  3.211  2.288  0.3782
H  2.928  4.707  0.741  0.0874
H  4.333  5.454  1.514  0.3996
H  3.088  4.673  2.495  0.2082
H  1.934  -0.667  3.958  0.3976
H  1.306  -2.478  5.098  0.4149
H  -0.060  -3.560  5.246  0.4193
H  -0.259  -0.499  5.321  0.1615
H  -0.301  -1.554  6.742  0.3897
H  -1.601  -1.617  5.547  0.2242
H  -2.303  -3.811  0.442  0.3569
H  -0.896  -0.132  -4.537  0.3920
H  3.388  2.987  -1.026  0.4358
H  0.420  1.073  -5.942  0.4209
H  1.364  2.547  -5.934  0.4085
H  -1.521  2.327  -4.917  0.1509
H  -1.039  3.014  -6.474  0.3939
H  -0.567  3.807  -4.966  0.2166
H  2.853  3.633  -4.716  0.3941
H  3.768  3.477  -3.232  0.4178
H  1.165  5.065  -3.556  0.2182
H  2.783  5.753  -3.378  0.4009
H  2.034  4.879  -2.035  0.1293
H  -3.228  -4.709  -1.380  0.4151
H  -3.843  -4.226  -2.944  0.4007
H  -4.588  -2.852  -0.305  0.1771
H  -5.597  -4.037  -1.148  0.3923
H  -5.257  -2.468  -1.888  0.2277
H  -3.371  -2.929  -4.666  0.3763
H  -2.120  -1.861  -5.262  0.4124
H  -4.663  -0.960  -3.805  0.2051
H  -4.357  -0.803  -5.539  0.3963
H  -3.399  0.125  -4.375  0.1426
H  -1.585  -4.635  4.028  0.3949
H  -2.012  -4.949  2.361  0.4090
H  -3.255  -2.777  4.132  0.2024
H  -4.037  -4.280  3.630  0.3899
H  -3.659  -3.028  2.438  0.1482
Se  2.689  -1.770  -1.465  0.0094
C  2.844  -3.554  -0.808  0.1776
C  3.319  -3.825  0.471  -0.1866
C  3.497  -5.145  0.853  -0.4512
N  3.239  -6.190  0.067  -0.6393
C  2.778  -5.919  -1.152  -0.4090
C  2.562  -4.636  -1.633  -0.2858
H  3.546  -3.019  1.157  0.3847
H  3.868  -5.375  1.846  0.3709
H  2.566  -6.776  -1.782  0.3556
H  2.183  -4.480  -2.634  0.4060
C  -4.242  2.608  1.787  -1.0998
As  -2.522  2.882  0.966  0.7872
C  -1.565  4.005  2.204  -1.0666
C  -2.881  4.035  -0.535  -1.0629
S  -1.561  1.120  0.473  -0.3521
H  -4.714  3.562  2.015  0.3944
H  -4.097  2.030  2.698  0.3398
H  -4.860  2.035  1.099  0.3405
H  -2.159  4.884  2.454  0.4140
H  -0.627  4.305  1.740  0.3101
H  -1.350  3.427  3.100  0.3463
H  -3.449  4.909  -0.218  0.4066
H  -3.439  3.469  -1.277  0.3401
H  -1.929  4.342  -0.965  0.3180